1.
# C32H76NO7

A 6-piece molecular cluster, C32H76NO7 overall at a distorted geometry (ωB97M-V with the def2-TZVPD basis set, the Open Molecules 2025 dataset).

Positions of all 116 atoms, in Å:
C (0.11847, 1.19215, 1.56831)
H (-0.17367, -4.64518, 3.34481)
H (7.60827, 3.92432, -10.86037)
H (6.22425, 1.63070, -3.23689)
H (6.59221, 0.54878, -7.56436)
H (-5.50326, -9.01374, 3.13494)
H (-1.35742, 2.32619, 0.54034)
H (-8.10190, 3.69138, 5.93553)
C (9.45114, 2.19249, -8.49400)
O (4.74020, 1.44066, -0.98818)
H (5.09800, 0.74501, -4.27924)
H (4.41164, 3.41815, -2.79194)
H (-4.20694, 2.82383, 4.22854)
C (-9.43365, 2.05898, 5.52204)
H (9.54333, 2.98954, -7.75488)
H (0.73840, 1.26856, 4.56124)
H (0.09775, -3.46890, 2.02387)
H (-2.41220, -4.59091, 2.87669)
H (-4.96157, -6.74155, 4.91356)
H (0.05556, 0.54722, 2.44408)
C (-3.92166, 1.79795, 4.01959)
C (3.66954, 2.61618, -2.81264)
H (0.13978, -0.35739, 4.83156)
O (-4.57581, -8.76534, 3.22793)
H (-3.01837, -0.79968, 0.52345)
C (3.29615, 0.49956, 2.70985)
C (-4.45677, -7.38258, 2.91233)
H (-5.17385, -5.48146, 3.68447)
H (4.96539, 1.89953, -8.86213)
H (3.99388, 0.51751, -6.46020)
H (-0.82461, 3.09513, 2.06380)
H (-9.88854, 4.54739, 4.38956)
C (4.90159, 0.81059, -8.86052)
H (8.98338, 1.33105, -10.88431)
H (-9.00004, 1.40479, 6.27885)
C (-3.51443, -1.31156, 1.34865)
H (9.35725, 3.74465, -10.79559)
H (-1.88109, 2.67728, 4.05103)
C (-1.05392, 2.16144, 1.56720)
H (9.31912, 1.24505, -7.96970)
H (8.51252, 4.60432, -9.49696)
H (-9.73258, 1.43084, 4.67804)
H (2.30064, 0.01720, 0.82906)
H (3.28784, 2.52925, -3.83052)
H (-3.58891, 2.93015, 1.56765)
H (7.35463, 2.46199, -8.87384)
H (4.29079, 0.13626, 2.48742)
C (8.44963, 3.76126, -10.18640)
C (-2.40491, 1.79259, 3.71000)
H (3.35863, 1.37624, 3.34213)
O (-4.82193, -0.76840, 1.50511)
H (1.62654, 2.50134, 2.44054)
H (-2.05838, 0.54135, 2.17620)
H (-2.93535, -1.13993, 2.26167)
H (2.84927, 2.91415, -2.15585)
H (-0.15646, -2.91712, 3.66055)
C (2.57787, -0.62692, 3.50831)
O (8.16906, 1.36742, -10.36880)
H (1.69417, -0.96862, 2.97533)
H (-6.33604, -6.81216, 3.81761)
H (1.48341, 2.56088, 0.68933)
C (-5.02682, -0.06091, 2.70763)
C (0.88761, 0.36637, 5.15543)
O (4.92247, 0.77919, -6.43879)
H (-4.28270, -7.73188, 0.78668)
H (3.40001, 1.38438, 0.80199)
H (5.93400, -1.67351, -6.68282)
H (-3.75956, -3.01980, 0.08137)
C (-4.61171, 1.44627, 2.66104)
H (-3.70535, 1.51432, 0.64229)
C (-5.27731, -6.55001, 3.88779)
H (-6.09482, -0.08786, 2.89831)
O (-2.18946, -3.27386, 1.32469)
H (0.06874, 0.54185, 0.70173)
H (3.52292, 0.52852, -2.32402)
H (2.30719, -1.13871, 5.55876)
H (-4.22456, -3.32698, 1.75363)
H (-4.09879, 1.14876, 4.86040)
H (5.96509, -1.71314, -8.45358)
C (-3.56659, 1.84373, 1.66449)
C (-4.87949, -7.13066, 1.47254)
H (3.02698, 0.43359, 5.34275)
H (-7.50996, 1.93277, 3.81204)
C (8.28693, 2.44627, -9.43987)
H (-4.57432, -0.56861, 3.55859)
H (-5.92525, -7.41027, 1.32066)
O (-7.24350, 2.46240, 4.57309)
C (4.28718, 1.30811, -2.34149)
H (3.25087, -1.47586, 3.56108)
H (-2.38440, -2.90846, 3.37242)
H (-10.32729, 2.52513, 5.93652)
H (-1.96052, 0.98799, 4.28338)
C (-8.42450, 3.10393, 5.07603)
H (10.38920, 2.12793, -9.05155)
C (2.26629, -0.23402, 4.95712)
C (-0.44096, -3.67857, 2.94097)
C (-9.00692, 4.02606, 4.01738)
H (-8.27044, 4.76803, 3.70652)
H (-4.76305, -6.07860, 1.20250)
N (-2.25052, 1.54328, 2.24900)
C (2.62817, 0.89183, 1.38416)
H (3.83978, 0.55012, -8.90055)
C (5.46754, -1.27876, -7.58627)
H (-3.39874, -7.14002, 3.02814)
C (5.54760, 0.23899, -7.61007)
H (5.38719, 0.43337, -9.76073)
C (1.47149, 1.89646, 1.55201)
C (5.42923, 0.87939, -3.24568)
H (5.42306, 2.12225, -0.97471)
C (-1.94038, -3.62698, 2.67790)
H (0.71628, 0.62339, 6.19449)
H (5.86327, -0.05718, -2.89189)
C (-3.51209, -2.80634, 1.11502)
H (4.42390, -1.60636, -7.58611)
H (-9.29349, 3.45589, 3.12899)
H (-5.53549, 1.98690, 2.51482)

Cartesian forces, eV/Å:
C 0.14 0.23 0.54
H 0.32 -0.16 -0.04
H -0.02 0.00 0.04
H -0.05 0.07 -0.04
H -0.01 0.07 0.12
H 0.06 0.00 0.00
H -0.09 0.40 -0.11
H 0.15 -0.04 -0.01
C -0.08 -0.11 0.11
O -0.09 -0.02 0.02
H 0.14 0.06 0.21
H 0.05 -0.03 -0.07
H -0.15 -0.01 0.57
C 0.12 -0.09 0.12
H 0.02 0.01 -0.01
H 0.08 0.19 -0.07
H 0.13 -0.22 -0.17
H -0.07 -0.10 0.03
H 0.04 0.01 -0.01
H 0.04 -0.10 0.22
C 0.36 1.42 -1.34
C -0.18 -0.01 0.12
H -0.21 -0.10 0.08
O 0.17 0.01 0.03
H 0.15 -0.06 -0.18
C -0.94 -0.93 -0.25
C -0.49 0.03 -0.08
H -0.03 0.00 -0.01
H 0.04 0.00 -0.01
H 0.06 0.01 -0.08
H -0.05 0.21 0.06
H -0.01 -0.01 -0.01
C 0.04 0.17 -0.02
H -0.05 0.00 0.03
H -0.01 0.04 0.03
C -0.44 0.39 0.36
H 0.06 0.00 0.07
H -0.03 0.38 -0.46
C -0.14 -0.35 -0.22
H -0.03 0.02 0.01
H 0.02 0.00 -0.01
H -0.05 0.07 -0.04
H 0.00 -0.18 -0.12
H 0.03 0.02 -0.01
H 0.03 0.19 0.16
H -0.06 -0.09 -0.07
H 0.35 0.21 0.02
C -0.16 0.03 -0.05
C -0.33 -0.43 1.29
H 0.27 0.31 0.09
O 0.21 -0.13 0.00
H -0.09 0.14 0.19
H -0.34 -0.01 -0.20
H 0.09 -0.03 0.17
H -0.01 -0.03 -0.02
H 0.12 0.08 0.15
C 0.67 0.62 0.22
O -0.23 -0.06 0.11
H -0.28 -0.07 0.04
H -0.01 0.04 -0.08
H -0.03 0.25 -0.05
C -0.12 0.26 -0.55
C 0.03 0.13 -0.24
O 0.07 0.08 -0.05
H 0.05 0.02 0.02
H -0.04 -0.10 -0.30
H 0.04 0.02 -0.02
H -0.14 -0.11 -0.15
C 0.15 -1.65 1.49
H 0.27 -0.70 -0.03
C 0.11 0.01 0.13
H -0.18 -0.06 0.00
O -0.09 0.24 0.03
H -0.15 -0.15 -0.20
H 0.01 -0.02 0.14
H 0.07 -0.08 0.24
H -0.15 0.08 0.17
H -0.57 -0.11 0.10
H -0.02 0.00 -0.01
C -0.67 1.34 -0.73
C 0.14 -0.04 -0.12
H 0.26 0.14 0.04
H -0.14 0.03 0.09
C 0.50 0.10 -0.19
H 0.36 -0.17 0.01
H -0.04 0.07 0.08
O 0.29 0.00 -0.02
C 0.34 0.32 -0.19
H 0.05 -0.25 -0.16
H -0.29 0.15 -0.08
H -0.01 0.00 -0.02
H 0.40 -0.31 -0.29
C -0.39 -0.12 -0.26
H 0.00 0.09 -0.02
C -0.43 -0.54 -0.19
C -0.34 0.17 0.01
C 0.17 0.10 -0.03
H -0.01 0.02 0.05
H -0.02 0.00 0.00
N 0.73 -0.75 0.00
C 0.43 0.84 0.70
H 0.02 -0.11 0.01
C 0.11 -0.05 0.14
H 0.04 -0.12 0.03
C -0.39 -0.23 -0.20
H 0.01 0.02 0.00
C 0.02 -0.71 -0.63
C -0.05 -0.21 0.01
H 0.01 -0.08 -0.05
C 0.13 -0.12 0.10
H -0.14 0.01 0.19
H -0.04 0.00 0.01
C 0.43 -0.24 -0.29
H -0.01 0.03 -0.09
H -0.08 -0.04 0.05
H 0.09 0.52 -0.07

* net charge: +1
* LUMO: -2.1 eV
* HOMO level: -11.36 eV
* orbital gap: 9.247 eV

***

2.
# C13H16N2OS

One molecule with the formula C13H16N2OS at a distorted geometry (ωB97M-V with the def2-TZVPD basis set, the Open Molecules 2025 dataset).

Positions of all 33 atoms, in Å:
H (-2.02909, 2.26742, 4.79767)
C (-4.03555, -1.04923, 1.83406)
C (1.35555, 0.04559, 1.06674)
O (0.65244, -1.50618, -5.20523)
C (2.43196, 0.12052, -0.04883)
S (-2.26612, -1.04721, 1.29572)
H (1.86246, 0.18040, 2.02926)
C (1.64309, -1.69850, -1.69352)
H (-4.57154, -0.15593, 1.45213)
C (1.18306, -2.03665, -2.98391)
H (-0.24950, 0.92939, -0.01989)
C (1.31496, 0.24531, -3.70814)
H (2.83782, 1.11168, -0.12064)
H (-4.52056, -1.94947, 1.47441)
C (1.96660, -0.37050, -1.40930)
C (0.28070, 1.10993, 0.90846)
H (1.16447, 1.02201, -4.44741)
H (-4.14480, -1.07128, 2.93155)
H (3.28898, -0.49014, 0.27672)
H (1.96674, 1.62968, -2.19838)
C (1.78165, 0.58485, -2.41709)
C (-1.71057, 1.71396, 3.91911)
H (0.73980, 2.09129, 0.77254)
C (1.05778, -1.09302, -3.97577)
H (0.90938, -3.04409, -3.22331)
H (0.03139, 2.86575, 3.19246)
C (-0.64216, 2.01030, 3.12333)
N (-0.64361, 1.11120, 2.07901)
H (0.89114, -0.93828, 1.06729)
H (-0.08924, -0.97873, -5.53839)
C (-1.74506, 0.27132, 2.32514)
N (-2.37922, 0.60374, 3.40933)
H (1.66706, -2.48515, -0.96513)

Cartesian forces, eV/Å:
H -0.02 -0.38 -0.20
C -0.16 0.46 0.33
C 0.70 0.34 -0.23
O -0.54 -0.34 -0.84
C -0.11 -1.45 0.39
S -0.72 -0.04 0.11
H -0.17 -0.03 -0.05
C -0.47 0.40 -1.37
H 0.48 -0.55 0.15
C 0.58 0.07 1.21
H -0.54 -0.12 0.00
C 0.55 0.11 1.41
H 0.00 0.69 -0.14
H 0.19 -0.13 -0.42
C -0.17 0.65 -0.03
C -0.17 -0.40 0.63
H 0.04 -0.11 -0.09
H 0.48 0.14 -0.53
H -0.26 0.01 -0.06
H 0.09 0.00 0.02
C -0.50 -0.47 -0.90
C 0.17 -0.31 -0.44
H -0.14 0.09 0.47
C -0.21 0.90 0.19
H -0.05 -0.42 -0.02
H -0.07 -0.56 -0.19
C -0.17 0.58 0.17
N -0.64 -0.52 -0.72
H -0.02 -0.15 0.04
H 0.42 -0.03 0.19
C 0.98 0.84 -0.19
N 0.24 0.86 0.67
H 0.23 -0.13 0.42

* SMILES string: CSc1nccn1CCCc1ccc(O)cc1
* net charge: 0
* LUMO: 0.7 eV
* HOMO level: -7.92 eV
* energy relative to the best compared isomer or geometry (same formula, charge and spin): 139.3 kJ/mol
* orbital gap: 8.573 eV

***

3.
# C2H10CuOSi2

C2H10CuOSi2 as an isolated structure (ωB97M-V with the def2-TZVPD basis set, the Open Molecules 2025 dataset).

Positions of all 16 atoms, in Å:
C (-1.15230, -0.23435, -2.02108)
H (-2.07925, -0.25801, -2.60683)
H (-2.17689, -1.78854, -0.83680)
H (-1.10843, 0.79505, -1.63229)
H (-1.97812, -0.12970, 1.36762)
H (-0.11820, -1.81161, 1.52762)
H (1.80034, 1.69921, 2.52176)
Cu (1.66169, 3.28246, 1.94971)
H (2.71787, -0.37728, 1.45310)
O (0.42182, 0.57112, 0.71930)
Si (-0.67979, -0.61492, 0.89406)
C (-1.20306, -1.33324, -1.03214)
H (2.58993, 1.77317, 0.20823)
H (-0.41990, -2.09871, -1.07149)
Si (1.98849, 0.86212, 1.20687)
H (-0.26420, -0.33678, -2.64763)

Cartesian forces, eV/Å:
C 0.15 -0.01 -0.06
H 0.01 0.06 0.01
H -0.03 0.24 0.35
H -0.13 -0.03 0.09
H -0.03 0.11 -0.19
H 0.03 -0.04 -0.11
H 0.06 -0.13 0.01
Cu 0.16 0.18 0.13
H 0.09 0.11 0.28
O 0.10 -0.30 0.21
Si -0.08 -0.03 0.28
C -0.15 -0.47 -0.64
H 0.02 0.01 0.05
H 0.17 0.18 0.17
Si -0.35 0.10 -0.59
H -0.02 0.03 0.00

* multiplicity: 2
* net charge: +2
* expectation value of S²: 0.75
* LUMO (spin up / spin down): -9.1 / -11.8 eV
* HOMO level (spin up / spin down): -18.87 / -19.48 eV
* orbital gap (spin up / spin down): 9.756 / 7.704 eV

***

For the records above, the corresponding E values read -50231.9444, -29603.3540, -64659.1470 eV.